Record 1
The following is a DFT calculation (ωB97M-V with the def2-TZVPD basis set) of a 20-piece molecular cluster, C39H24Cl76F2N2O5 overall at a distorted geometry.

Computed properties:
Net charge: 0
E_tot (eV): -1011173.698

```
148
Properties=species:S:1:pos:R:3:lowdin_charge:R:1
C 4.684 -0.482 4.689 -0.054
C 3.530 -0.661 4.957 -0.130
C 2.017 -0.693 5.292 -0.170
C 1.259 -0.239 3.954 -0.217
C 1.375 -1.420 2.904 -0.211
C 2.222 -1.102 1.624 -0.299
N 2.682 0.179 1.405 0.001
C 3.398 0.301 0.210 -0.175
C 3.943 1.673 -0.124 0.081
C 4.680 1.897 -1.352 -0.138
F 5.111 3.187 -1.599 0.020
C 4.931 0.750 -2.326 -0.155
O 5.627 1.066 -3.482 -0.061
C 6.828 0.287 -3.644 -0.124
C 8.107 0.842 -2.893 -0.364
C 8.138 2.397 -2.660 -0.031
O 8.299 0.064 -1.683 -0.070
C 4.390 -0.546 -1.978 -0.205
F 4.588 -1.615 -2.864 -0.117
C 3.613 -0.839 -0.697 -0.113
N 3.199 -2.153 -0.509 0.207
C 2.512 -2.226 0.664 -0.113
C 1.962 -3.673 1.043 -0.126
O 2.638 -4.673 0.280 -0.114
C 3.377 -5.573 1.084 -0.237
O 4.779 -5.267 0.994 -0.124
C 5.478 -5.608 2.198 -0.181
C 6.823 -4.730 2.193 -0.199
O 6.952 -3.944 3.401 -0.103
H 5.734 -0.309 4.396 0.029
H 1.662 -1.731 5.574 0.115
H 1.738 0.025 6.108 0.114
H 0.156 -0.141 4.208 0.115
H 1.584 0.766 3.586 0.095
H 1.767 -2.321 3.471 0.109
H 0.332 -1.695 2.551 0.098
H 3.736 2.514 0.587 0.111
H 6.722 -0.801 -3.373 0.127
H 7.067 0.302 -4.754 0.144
H 8.998 0.595 -3.558 0.142
H 8.522 2.563 -1.606 0.096
H 8.907 2.881 -3.338 0.085
H 7.172 2.929 -2.848 0.067
H 8.424 -0.847 -2.017 0.093
H 1.953 -3.859 2.148 0.112
H 0.883 -3.673 0.679 0.149
H 3.256 -6.600 0.606 0.145
H 3.013 -5.679 2.144 0.133
H 4.924 -5.371 3.149 0.125
H 5.785 -6.704 2.205 0.130
H 6.744 -3.995 1.337 0.123
H 7.739 -5.349 1.996 0.122
H 6.184 -3.343 3.372 0.078
C -1.263 0.720 0.429 -1.924
Cl -2.324 -0.683 0.680 0.493
Cl -1.942 2.130 1.270 0.495
Cl 0.356 0.367 1.074 0.767
Cl -1.140 1.056 -1.296 0.499
C 6.472 2.021 7.843 -2.005
Cl 5.968 0.969 6.505 0.589
Cl 5.039 2.748 8.593 0.520
Cl 7.351 1.065 9.051 0.521
Cl 7.527 3.302 7.218 0.486
C -4.618 2.795 -2.127 -1.983
Cl -4.331 1.371 -1.117 0.510
Cl -6.236 3.443 -1.802 0.470
Cl -3.390 4.024 -1.756 0.463
Cl -4.492 2.342 -3.836 0.542
C -5.505 -2.201 3.377 -2.018
Cl -5.204 -0.478 3.675 0.523
Cl -5.148 -3.127 4.848 0.524
Cl -7.202 -2.437 2.928 0.502
Cl -4.464 -2.764 2.058 0.456
C 0.699 5.223 0.474 -1.983
Cl 0.835 3.844 1.579 0.516
Cl -0.852 5.147 -0.389 0.462
Cl 0.774 6.733 1.398 0.512
Cl 2.031 5.169 -0.695 0.521
C 1.227 -0.335 -4.732 -1.924
Cl 0.135 -1.721 -4.552 0.517
Cl 0.487 1.105 -4.020 0.447
Cl 2.762 -0.684 -3.915 0.736
Cl 1.534 -0.039 -6.456 0.530
C -2.276 9.663 2.284 -2.005
Cl -2.126 8.253 1.223 0.497
Cl -3.623 10.677 1.734 0.498
Cl -2.578 9.118 3.949 0.493
Cl -0.773 10.603 2.236 0.531
C -10.562 -5.044 1.549 -2.001
Cl -10.268 -3.317 1.833 0.511
Cl -10.215 -5.954 3.030 0.509
Cl -12.257 -5.284 1.090 0.502
Cl -9.507 -5.617 0.243 0.483
C -6.699 11.195 4.959 -2.026
Cl -5.142 10.374 4.749 0.462
Cl -6.713 12.052 6.512 0.518
Cl -6.935 12.358 3.641 0.514
Cl -8.008 9.999 4.932 0.517
C 8.514 5.297 3.573 -2.034
Cl 8.032 6.941 3.117 0.520
Cl 7.104 4.225 3.500 0.508
Cl 9.759 4.714 2.453 0.519
Cl 9.163 5.308 5.224 0.494
C 1.439 4.363 -4.604 -1.998
Cl 0.897 3.302 -5.917 0.493
Cl 0.036 5.161 -3.871 0.514
Cl 2.280 3.399 -3.377 0.493
Cl 2.545 5.588 -5.252 0.537
C 2.011 -5.757 -4.395 -2.016
Cl 2.287 -4.029 -4.122 0.501
Cl 2.208 -6.636 -2.867 0.528
Cl 0.365 -6.004 -5.012 0.519
Cl 3.184 -6.358 -5.581 0.486
C 5.729 -5.478 -8.436 -2.027
Cl 5.214 -7.132 -8.049 0.504
Cl 4.527 -4.717 -9.492 0.497
Cl 5.878 -4.537 -6.941 0.506
Cl 7.297 -5.525 -9.263 0.523
C -6.816 7.621 -1.339 -2.000
Cl -7.914 6.852 -0.174 0.486
Cl -5.649 6.427 -1.936 0.486
Cl -7.757 8.263 -2.698 0.533
Cl -5.945 8.945 -0.542 0.513
C -5.151 -5.925 -0.712 -2.010
Cl -4.812 -7.356 0.278 0.529
Cl -6.789 -5.336 -0.363 0.469
Cl -3.972 -4.654 -0.335 0.484
Cl -5.031 -6.351 -2.429 0.528
C -10.101 -8.209 6.830 -2.041
Cl -10.626 -9.237 5.483 0.514
Cl -11.520 -7.485 7.608 0.518
Cl -9.214 -9.189 8.011 0.519
Cl -9.045 -6.925 6.214 0.499
C -10.341 3.507 -2.208 -2.015
Cl -9.352 2.372 -3.143 0.512
Cl -9.295 4.731 -1.456 0.450
Cl -11.501 4.306 -3.285 0.524
Cl -11.218 2.625 -0.944 0.520
C -16.116 -4.121 1.132 -2.041
Cl -15.971 -4.649 2.818 0.517
Cl -17.824 -3.861 0.737 0.521
Cl -15.220 -2.607 0.908 0.514
Cl -15.445 -5.368 0.064 0.497
C 5.322 -0.807 -11.437 -2.036
Cl 5.596 0.922 -11.152 0.516
Cl 5.523 -1.697 -9.918 0.486
Cl 3.677 -1.052 -12.051 0.516
Cl 6.493 -1.403 -12.629 0.518
```

Record 2
The following is a DFT calculation (ωB97M-V with the def2-TZVPD basis set) of an isolated ion of composition C3H9BrCl2O2PSi and charge -1 at a distorted geometry.

Computed properties:
Net charge: -1
E_tot (eV): -119607.747

```
19
Properties=species:S:1:pos:R:3:lowdin_charge:R:1
C 2.770 -0.816 -0.357 -0.107
C 2.183 0.167 0.802 -0.264
O 1.382 1.248 0.274 -0.290
C 0.294 0.743 -0.560 -0.387
Si -1.371 1.677 -0.167 0.121
Cl -1.239 2.761 1.696 0.140
P -2.964 0.167 0.151 0.306
O -3.244 -0.738 -1.266 -0.544
Br -2.040 -1.260 1.687 0.040
H 3.066 -0.244 -1.298 0.078
H 3.630 -1.456 0.053 0.072
H 1.910 -1.537 -0.599 0.068
H 1.489 -0.429 1.506 0.119
H 3.094 0.519 1.400 0.114
H 0.065 -0.366 -0.346 0.053
H 0.569 0.850 -1.678 0.095
H -1.694 2.688 -1.175 -0.072
H -3.802 -1.513 -0.945 -0.118
Cl -4.097 -2.462 0.821 -0.426
```

Record 3
The following is a DFT calculation (ωB97M-V with the def2-TZVPD basis set) of a 15-piece molecular cluster, C4H39N2O15 overall at a distorted geometry.

Computed properties:
Net charge: +1
Energy relative to the best compared isomer or geometry (same formula, charge and spin) (kJ/mol): 534.7
E_tot (eV): -38466.768

```
60
Properties=species:S:1:pos:R:3:lowdin_charge:R:1
O -0.453 -0.716 0.957 -0.040
C -0.250 0.354 1.549 -0.418
N -0.153 0.353 2.907 0.055
C -0.011 1.500 3.816 -0.059
C -0.135 1.609 0.660 0.015
N -0.036 1.165 -0.835 0.030
C 1.083 0.241 -1.023 -0.054
H -0.289 -0.606 3.300 0.116
H 0.575 1.203 4.725 0.105
H 0.450 2.401 3.271 0.108
H -1.025 1.984 4.112 0.097
H -0.917 2.310 0.857 0.113
H 0.917 2.029 0.845 0.170
H 0.095 2.116 -1.337 0.142
H -0.964 0.687 -1.098 0.136
H 1.563 0.442 -2.041 0.102
H 0.599 -0.749 -0.865 0.074
H 1.936 0.277 -0.274 0.104
H 3.922 0.254 -0.841 -0.077
H 4.853 0.990 -1.719 0.065
O 3.939 0.868 -1.491 -0.009
H 0.147 -3.772 -1.398 -0.029
H 1.599 -3.883 -1.189 -0.022
O 0.808 -4.234 -0.982 0.044
H -2.725 0.115 -4.599 0.061
H -1.446 -0.382 -3.915 0.007
O -1.842 0.371 -4.327 -0.015
H -2.921 3.238 -2.114 0.105
H -2.409 2.395 -3.175 -0.093
O -3.197 2.698 -2.943 -0.022
H -0.153 -3.026 4.484 0.031
H -0.799 -2.586 3.263 0.063
O -0.725 -2.280 4.291 -0.134
H 2.054 2.335 -4.032 0.083
H 2.792 2.054 -2.689 0.077
O 1.894 2.195 -3.102 -0.059
H -3.303 0.508 -1.678 0.070
H -3.057 -0.306 -0.543 -0.076
O -2.642 -0.060 -1.279 -0.001
H -3.021 -1.341 1.573 0.006
H -4.306 -1.613 0.769 0.104
O -3.586 -0.978 0.958 0.007
H -1.003 -1.969 -0.750 0.005
H -1.245 -1.410 -2.219 -0.020
O -0.898 -2.057 -1.674 -0.003
H 3.239 -3.839 1.522 0.061
H 2.020 -3.439 0.617 0.032
O 3.000 -3.264 0.784 -0.080
H 4.780 -1.141 0.431 0.038
H 3.528 -1.280 1.345 0.111
O 4.083 -0.586 0.767 -0.104
H 0.957 4.731 -2.344 0.083
H 1.018 3.236 -2.221 -0.053
O 0.419 3.968 -2.008 -0.094
H -2.518 1.350 2.411 0.031
H -3.596 2.222 2.964 0.056
O -2.707 2.293 2.614 -0.056
H -0.217 -3.692 1.424 0.015
H 0.081 -2.186 1.504 0.062
O 0.200 -3.101 1.988 -0.066
```

Record 4
The following is a DFT calculation (ωB97M-V with the def2-TZVPD basis set) of a 13-piece molecular cluster, C54H130N4O22 overall at a distorted geometry.

Computed properties:
Net charge: 0
Energy relative to the best compared isomer or geometry (same formula, charge and spin) (kJ/mol): 121.2
E_tot (eV): -109101.903

```
210
Properties=species:S:1:pos:R:3:lowdin_charge:R:1
C 0.818 2.699 -4.370 -0.251
C 1.515 3.965 -4.194 -0.250
O 1.882 4.223 -2.856 -0.092
O -0.428 2.664 -3.675 -0.076
H 1.381 1.805 -4.058 0.119
H 0.631 2.553 -5.413 0.112
H 0.882 4.854 -4.516 0.151
H 2.381 4.023 -4.919 0.137
H 2.472 3.480 -2.529 0.078
H -0.895 1.833 -3.850 0.042
C 4.883 3.138 -1.600 -0.257
C 4.942 3.257 -0.109 -0.203
O 5.345 2.000 0.497 -0.065
O 3.851 2.353 -2.100 -0.072
H 5.854 2.861 -1.998 0.124
H 4.735 4.168 -1.939 0.122
H 4.052 3.607 0.316 0.103
H 5.707 4.023 0.033 0.118
H 5.029 1.918 1.403 0.057
H 4.196 1.621 -2.641 0.056
C -1.539 5.224 -0.742 -0.225
C -0.192 5.193 -0.162 -0.218
O 0.435 3.941 -0.484 -0.089
O -1.534 5.267 -2.212 -0.076
H -2.062 6.136 -0.474 0.121
H -2.074 4.309 -0.424 0.111
H -0.193 5.234 0.971 0.123
H 0.449 6.038 -0.506 0.142
H 0.799 4.157 -1.342 0.039
H -1.401 4.333 -2.484 0.056
C 2.896 -0.265 1.871 -0.185
C 4.348 -0.701 1.998 -0.240
O 4.990 0.177 2.880 -0.061
O 2.518 -0.280 3.288 -0.117
H 2.290 -0.914 1.301 0.059
H 2.675 0.681 1.431 0.108
H 4.847 -0.593 1.032 0.095
H 4.493 -1.755 2.346 0.129
H 4.325 0.494 3.495 0.075
H 1.573 0.054 3.354 0.095
C -0.419 -0.640 -0.220 -0.248
C -0.103 0.808 -0.560 -0.153
O 0.238 1.565 0.667 -0.074
O -1.635 -0.878 0.373 -0.100
H 0.411 -1.015 0.447 0.114
H -0.401 -1.201 -1.195 0.123
H -0.886 1.419 -1.091 0.119
H 0.696 0.889 -1.315 0.115
H 0.353 2.454 0.458 -0.006
H -1.682 -0.480 1.303 0.102
C -1.405 0.236 4.025 -0.216
C -2.578 -0.685 3.873 -0.161
O -3.196 -0.275 2.583 -0.098
O -0.502 0.190 2.923 -0.059
H -0.872 -0.015 4.929 0.120
H -1.767 1.268 4.198 0.080
H -3.353 -0.554 4.687 0.140
H -2.278 -1.730 3.915 0.105
H -3.935 -0.859 2.336 0.039
H -0.449 0.989 2.454 0.034
C -4.234 1.785 -0.956 -0.244
C -4.430 2.043 0.480 -0.231
O -5.095 3.340 0.599 -0.064
O -3.547 0.561 -1.233 -0.102
H -3.534 2.614 -1.285 0.126
H -5.137 1.739 -1.581 0.122
H -3.447 2.004 1.004 0.116
H -5.075 1.253 0.920 0.132
H -4.654 3.885 -0.048 0.056
H -2.969 0.142 -0.539 0.084
C -5.392 -3.056 3.192 -0.284
C -6.110 -2.496 1.931 -0.196
O -5.216 -1.651 1.207 -0.094
O -4.070 -3.267 3.041 -0.032
H -6.018 -3.921 3.481 0.122
H -5.512 -2.328 3.980 0.115
H -6.972 -1.895 2.227 0.118
H -6.462 -3.325 1.215 0.138
H -4.412 -2.174 1.063 0.054
H -3.871 -3.776 2.265 0.073
C -2.563 -4.471 -0.769 -0.220
C -1.119 -4.681 -1.146 -0.222
O -0.998 -5.548 -2.288 -0.047
O -2.750 -3.567 0.312 -0.068
H -3.052 -5.408 -0.482 0.132
H -3.150 -4.092 -1.585 0.102
H -0.589 -5.147 -0.388 0.057
H -0.677 -3.648 -1.266 0.124
H -1.539 -5.225 -3.006 0.062
H -2.159 -2.819 0.273 0.047
C -0.008 4.011 4.482 0.008
C -0.912 4.881 5.452 -0.515
C -0.931 6.328 4.928 -0.132
C -1.912 6.512 3.752 -0.163
C -3.323 6.064 4.104 -0.110
C -3.324 4.576 4.598 -0.482
N -2.319 4.459 5.750 -0.027
O -2.267 3.003 6.024 -0.079
C -4.655 4.244 5.211 -0.065
C -3.131 3.571 3.438 -0.012
C -0.198 4.896 6.776 -0.068
H -0.451 3.037 4.468 0.047
H 0.991 4.028 4.924 0.092
H -0.082 4.251 3.477 0.034
H -1.256 6.938 5.773 0.119
H 0.063 6.568 4.589 0.118
H -1.513 5.958 2.941 0.068
H -1.960 7.603 3.613 0.120
H -3.989 6.086 3.270 0.116
H -3.676 6.686 4.853 0.094
H -5.515 4.386 4.537 0.093
H -4.801 3.179 5.561 0.103
H -4.861 4.926 6.036 0.085
H -4.121 3.460 3.079 0.059
H -2.413 3.921 2.678 0.087
H -2.820 2.644 3.954 0.059
H 0.661 5.555 6.711 0.081
H 0.008 3.951 7.308 0.091
H -0.990 5.427 7.410 0.107
H -2.927 2.945 6.753 0.113
C -3.067 1.527 -6.033 -0.024
C -3.909 0.586 -5.201 -0.572
C -4.818 -0.145 -6.111 -0.176
C -4.094 -1.199 -6.921 -0.206
C -3.365 -2.154 -6.006 -0.148
C -2.382 -1.435 -5.061 -0.509
N -3.166 -0.397 -4.370 -0.013
O -2.183 0.344 -3.576 -0.078
C -1.763 -2.291 -3.928 -0.023
C -1.181 -1.093 -5.963 -0.060
C -4.776 1.447 -4.308 -0.031
H -2.269 0.995 -6.657 0.088
H -2.582 2.285 -5.416 0.077
H -3.680 2.052 -6.750 0.084
H -5.651 -0.697 -5.580 0.146
H -5.198 0.630 -6.794 0.123
H -3.406 -0.695 -7.630 0.107
H -4.819 -1.795 -7.577 0.136
H -2.767 -2.882 -6.668 0.145
H -4.148 -2.674 -5.428 0.126
H -1.477 -3.207 -4.490 0.093
H -0.875 -1.716 -3.675 0.057
H -2.415 -2.437 -3.065 0.084
H -0.624 -2.061 -6.030 0.093
H -1.244 -0.588 -6.948 0.077
H -0.409 -0.461 -5.495 0.074
H -5.398 2.075 -4.993 0.109
H -4.077 2.068 -3.701 0.081
H -5.386 0.810 -3.616 0.105
H -2.679 0.502 -2.742 0.054
C 2.328 -1.994 -3.436 -0.010
C 3.846 -1.932 -2.898 -0.470
C 4.290 -3.394 -2.672 -0.112
C 5.833 -3.550 -2.460 -0.150
C 6.571 -2.827 -3.601 -0.120
C 6.159 -1.357 -3.793 -0.495
N 4.662 -1.268 -3.908 -0.044
O 4.358 0.186 -3.986 -0.052
C 6.744 -0.457 -2.763 -0.030
C 6.601 -0.838 -5.229 -0.024
C 3.942 -1.221 -1.521 -0.014
H 2.362 -2.476 -4.398 0.074
H 1.822 -1.015 -3.357 0.068
H 1.753 -2.634 -2.761 0.068
H 3.676 -3.610 -1.804 0.082
H 4.001 -4.166 -3.403 0.128
H 6.267 -4.516 -2.570 0.100
H 6.143 -3.241 -1.520 0.076
H 6.233 -3.402 -4.473 0.125
H 7.627 -2.930 -3.525 0.112
H 7.863 -0.533 -2.931 0.120
H 6.357 0.578 -2.754 0.086
H 6.649 -0.874 -1.826 0.048
H 6.282 0.171 -5.302 0.053
H 7.697 -0.938 -5.349 0.088
H 6.125 -1.409 -6.025 0.078
H 4.533 -1.920 -0.921 0.064
H 2.966 -1.101 -0.963 0.094
H 4.446 -0.241 -1.493 0.067
H 3.735 0.205 -4.686 0.082
C 2.479 -4.090 0.723 -0.054
C 1.983 -4.715 1.963 -0.503
C 3.065 -5.654 2.410 -0.157
C 2.997 -6.092 3.848 -0.205
C 2.885 -4.988 4.844 -0.109
C 1.768 -3.962 4.364 -0.475
N 1.942 -3.603 2.966 -0.074
O 0.812 -2.858 2.569 -0.088
C 0.362 -4.463 4.783 -0.038
C 1.949 -2.651 5.201 -0.032
C 0.566 -5.404 1.923 0.007
H 2.655 -4.846 -0.094 0.107
H 3.500 -3.713 0.952 0.090
H 1.838 -3.306 0.330 0.070
H 3.069 -6.536 1.718 0.144
H 4.043 -5.245 2.267 0.109
H 3.886 -6.727 3.984 0.120
H 2.184 -6.785 3.997 0.099
H 3.748 -4.371 4.945 0.106
H 2.588 -5.486 5.770 0.124
H 0.205 -4.111 5.792 0.069
H -0.368 -4.005 4.149 0.055
H 0.216 -5.600 4.765 0.101
H 1.121 -1.971 5.036 0.066
H 2.001 -2.947 6.252 0.089
H 2.834 -2.176 4.795 0.070
H 0.459 -5.973 0.992 0.077
H -0.223 -4.629 2.001 0.086
H 0.466 -6.109 2.707 0.049
H 1.178 -1.900 2.630 0.101
```

Table of E_LUMO (eV), in record order: -0.9 3.0 -2.5 0.5
Table of frontier orbital gap (eV), in record order: 8.026 6.377 10.862 8.935